Below is a structure of composition C44H30F12N3O5PSSr at a distorted geometry, with properties calculated with ωB97M-V/def2-TZVPD.

Positions of all 97 atoms, in Å:
Sr 1.457 0.190 0.412
C -4.937 -1.349 1.374
C -3.529 -1.355 1.893
C -2.780 -2.508 1.738
C -1.424 -2.517 1.996
C -0.827 -1.322 2.413
N 0.563 -1.316 2.495
C 1.181 -2.056 3.455
C 0.461 -2.738 4.465
C 1.102 -3.673 5.237
C 2.487 -3.918 5.114
C 3.197 -4.983 5.958
C 3.225 -3.211 4.153
C 2.656 -2.228 3.357
C 3.572 -1.357 2.462
O 3.138 -0.188 2.033
C 3.815 -2.299 1.157
F 2.714 -2.134 0.219
F 4.864 -1.850 0.492
F 3.867 -3.640 1.319
C 4.943 -1.153 3.235
F 5.754 -2.264 3.372
F 4.674 -0.761 4.515
F 5.559 -0.145 2.557
C -1.588 -0.136 2.715
C -2.979 -0.207 2.492
C -0.743 1.171 3.012
O 0.060 1.392 1.998
C 0.088 1.220 4.467
F -0.254 0.135 5.303
F 1.453 1.225 4.390
F -0.261 2.346 5.131
C -1.877 2.329 3.081
F -2.518 2.410 1.898
F -1.350 3.563 3.318
F -2.830 2.031 4.072
H -5.157 -2.380 1.038
H -4.977 -0.694 0.489
H -5.700 -0.990 2.104
H -3.320 -3.426 1.385
H -0.773 -3.359 1.836
H -0.601 -2.547 4.570
H 0.545 -4.315 5.902
H 2.659 -5.177 6.911
H 4.193 -4.631 6.290
H 3.294 -5.953 5.424
H 4.252 -3.531 4.082
H -3.630 0.646 2.646
O 3.458 2.050 -1.316
S 4.146 1.512 -2.525
O 1.788 1.082 -4.057
O 4.250 0.040 -2.679
C 1.691 2.362 -4.194
C 2.559 3.092 -5.100
C 2.284 4.411 -5.413
C 1.239 5.100 -4.817
C 0.395 4.459 -3.918
C 0.678 3.157 -3.525
P -0.217 2.287 -2.308
C -1.307 1.165 -3.201
C -1.983 1.500 -4.327
C -2.888 0.564 -4.962
C -2.990 -0.709 -4.516
C -2.172 -1.213 -3.388
C -1.334 -0.190 -2.637
C -1.321 3.612 -1.743
C -0.678 4.648 -1.038
C -1.410 5.666 -0.476
C -2.836 5.644 -0.514
C -3.449 4.560 -1.179
C -2.697 3.513 -1.720
H 3.384 2.545 -5.556
H 2.934 4.910 -6.147
H 1.140 6.179 -5.074
H -0.458 4.946 -3.489
H -1.918 2.480 -4.782
H -3.531 0.889 -5.798
H -3.579 -1.439 -5.065
H -2.794 -1.897 -2.729
H -1.545 -0.200 -1.554
H 0.415 4.624 -0.967
H -0.890 6.436 0.050
H -3.436 6.467 -0.145
H -4.528 4.520 -1.284
H -3.161 2.636 -2.121
N -2.416 -5.006 -4.582
C -1.683 -4.325 -3.992
C -0.810 -3.390 -3.351
C 0.011 -3.731 -2.318
C 0.768 -2.767 -1.615
N 0.515 -1.478 -1.764
C -0.032 -0.996 -2.980
C -0.869 -1.978 -3.827
H 0.120 -4.752 -2.041
H 1.482 -3.022 -0.809
H 0.714 -0.373 -3.547
H -0.755 -1.936 -4.936

Values from the calculation:
- total charge = -2
- HOMO level (alpha / beta) (eV) = -1.12 / -1.12
- calculated total energy (Ha) = -4203.9028
- spin multiplicity = 1
- Kohn-Sham gap (alpha / beta) (eV) = 3.94 / 3.94

Below is a structure of composition C44H30N4O7P2Pt, with properties calculated with ωB97M-V/def2-TZVPD.

Positions of all 88 atoms, in Å:
Pt -1.428 -0.632 1.646
C 5.402 -1.420 5.065
C 5.403 -0.895 3.781
C 4.210 -0.691 3.108
C 2.989 -1.008 3.713
C 3.001 -1.523 5.014
C 4.196 -1.734 5.679
C 1.719 -0.787 3.023
C 1.582 -1.197 1.580
C 2.460 -2.374 1.221
C 1.707 -3.393 0.833
C 0.309 -2.940 0.817
C -0.760 -3.687 0.297
C -0.504 -5.064 -0.194
C 0.338 -5.275 -1.287
C 0.559 -6.556 -1.765
C -0.061 -7.641 -1.159
C -0.904 -7.438 -0.078
C -1.128 -6.156 0.401
C -2.042 -3.154 0.091
N -2.470 -1.910 0.514
C -3.697 -1.709 -0.033
C -4.478 -0.509 0.158
C -5.643 -0.325 -0.746
C -5.449 0.327 -1.960
C -6.521 0.511 -2.820
C -7.782 0.045 -2.476
C -7.974 -0.611 -1.269
C -6.905 -0.799 -0.405
C -4.198 0.443 1.086
C -5.041 1.572 1.428
C -4.460 2.214 2.456
C -3.213 1.533 2.748
N -3.098 0.464 1.924
C -2.291 1.919 3.725
C -1.040 1.318 3.963
C -0.106 1.693 4.953
C 1.017 0.919 4.762
C 0.756 0.088 3.643
N -0.489 0.327 3.182
C -2.639 3.094 4.569
C -2.968 2.943 5.911
C -3.296 4.052 6.678
C -3.289 5.317 6.113
C -2.950 5.476 4.776
C -2.627 4.369 4.006
C -4.090 -2.824 -0.781
C -3.058 -3.742 -0.696
N 0.238 -1.695 1.272
H 6.335 -1.582 5.587
H 6.339 -0.634 3.303
H 4.221 -0.258 2.115
H 2.062 -1.769 5.492
H 4.188 -2.145 6.680
H 3.534 -2.336 1.269
H 2.033 -4.369 0.520
H 0.806 -4.424 -1.769
H 1.210 -6.706 -2.615
H 0.111 -8.642 -1.532
H -1.390 -8.280 0.398
H -1.786 -5.996 1.245
H -4.454 0.675 -2.211
H -6.371 1.021 -3.763
H -8.616 0.193 -3.151
H -8.957 -0.977 -0.999
H -7.045 -1.310 0.540
H -5.972 1.802 0.938
H -4.824 3.081 2.980
H -0.258 2.458 5.694
H 1.945 0.957 5.303
H -2.971 1.954 6.351
H -3.560 3.927 7.719
H -3.545 6.181 6.712
H -2.934 6.462 4.330
H -2.354 4.484 2.964
H -5.015 -2.923 -1.321
H -2.997 -4.710 -1.163
O 2.488 1.512 -0.990
P 1.928 0.043 -0.803
O 2.728 -0.984 -1.452
O 1.877 -0.040 0.793
O 0.434 0.081 -1.323
P -0.828 1.057 -0.913
O -0.335 2.486 -1.439
O -2.037 0.564 -1.575
O -0.724 1.196 0.597
H 1.915 2.199 -0.625
H -0.512 2.589 -2.381

Values from the calculation:
- <S²> = 6.057
- HOMO level (alpha / beta) (eV) = -5.85 / -8.40
- calculated total energy (Ha) = -3242.6885
- ΔE to the lowest compared entry with this formula, charge and spin (kJ/mol) = 0.00
- spin multiplicity = 5
- Kohn-Sham gap (alpha / beta) (eV) = 5.31 / 5.59

Below is a structure of composition C44H31BrN7O7STa at a distorted geometry, with properties calculated with ωB97M-V/def2-TZVPD.

Positions of all 92 atoms, in Å:
Ta -0.300 0.114 0.852
O 5.365 0.625 1.293
C 4.903 1.007 2.492
C 5.824 1.275 3.507
C 5.403 1.672 4.759
C 4.049 1.825 5.029
C 3.128 1.566 4.039
C 3.531 1.149 2.767
C 2.483 0.903 1.766
O 1.278 1.138 2.069
N 2.850 0.511 0.554
N 1.813 0.345 -0.287
C 2.044 0.298 -1.557
C 0.993 0.264 -2.534
C 1.287 0.059 -3.887
C 0.292 0.038 -4.838
C -1.029 0.254 -4.459
C -1.351 0.492 -3.141
C -0.355 0.493 -2.156
O -0.673 0.687 -0.888
H 4.588 0.498 0.701
H 6.874 1.160 3.285
H 6.131 1.869 5.533
H 3.720 2.140 6.008
H 2.071 1.670 4.230
H 3.075 0.335 -1.915
H 2.317 -0.102 -4.167
H 0.536 -0.138 -5.874
H -1.813 0.236 -5.199
H -2.375 0.649 -2.836
S -2.756 -0.438 0.704
C -2.773 -1.391 -0.790
N -3.861 -1.450 -1.530
N -4.895 -0.786 -1.101
C -6.020 -0.497 -1.833
C -6.209 -0.972 -3.133
C -7.335 -0.592 -3.837
C -8.278 0.251 -3.265
C -8.103 0.702 -1.964
C -6.984 0.332 -1.248
N -1.725 -2.042 -1.277
N -0.557 -1.941 -0.770
C 0.449 -2.590 -1.484
C 1.749 -2.661 -0.969
C 2.776 -3.180 -1.735
C 2.529 -3.663 -3.011
C 1.235 -3.637 -3.512
C 0.203 -3.112 -2.763
H -4.786 -0.318 -0.190
H -5.465 -1.623 -3.563
H -7.482 -0.953 -4.846
H -9.146 0.557 -3.830
H -8.841 1.348 -1.509
H -6.837 0.681 -0.236
H 1.956 -2.311 0.029
H 3.780 -3.195 -1.339
H 3.341 -4.057 -3.606
H 1.033 -4.020 -4.501
H -0.806 -3.064 -3.143
O -1.270 1.960 4.366
C -1.099 1.800 3.178
O -1.123 0.685 2.550
C -0.820 3.017 2.299
C -0.818 4.281 2.920
C -0.477 5.376 2.180
C -0.119 5.205 0.827
C 0.292 6.282 0.015
C 0.630 6.081 -1.294
C 0.548 4.793 -1.845
C 0.148 3.725 -1.087
C -0.184 3.893 0.274
N -0.549 2.828 1.030
H -1.087 4.332 3.963
H -0.475 6.368 2.609
H 0.334 7.268 0.455
H 0.947 6.908 -1.913
H 0.793 4.650 -2.887
H 0.078 2.744 -1.520
Br 3.660 -7.254 3.731
C 2.570 -5.763 3.280
C 3.165 -4.527 3.085
C 2.375 -3.452 2.726
C 1.002 -3.613 2.568
C 0.420 -4.859 2.785
C 1.202 -5.940 3.144
C 0.146 -2.473 2.116
O -1.067 -2.567 2.041
O 0.768 -1.399 1.750
H 4.231 -4.405 3.211
H 2.818 -2.480 2.572
H -0.647 -4.966 2.663
H 0.757 -6.909 3.314

Values from the calculation:
- HOMO level (alpha / beta) (eV) = -7.64 / -7.64
- calculated total energy (Ha) = -5634.7083
- ΔE to the lowest compared entry with this formula, charge and spin (kJ/mol) = 71.56
- spin multiplicity = 1
- Kohn-Sham gap (alpha / beta) (eV) = 6.21 / 6.21

Below is a structure of composition C44H32BF6NO7P2RuS3, with properties calculated with ωB97M-V/def2-TZVPD.

Positions of all 97 atoms, in Å:
Ru 0.719 0.264 0.933
O 2.722 0.133 0.013
S 3.324 -0.697 -1.088
C 2.327 -0.405 -2.542
C 2.788 -1.023 -3.697
C 2.107 -0.854 -4.889
C 0.983 -0.045 -4.919
C 0.538 0.581 -3.765
C 1.189 0.402 -2.543
P 0.637 1.366 -1.088
C 1.723 2.822 -1.156
C 1.532 3.694 -2.230
C 2.344 4.806 -2.377
C 3.350 5.058 -1.454
C 3.553 4.187 -0.395
C 2.749 3.066 -0.246
C -1.017 1.990 -1.476
C -1.375 3.250 -0.996
C -2.678 3.704 -1.146
C -3.624 2.912 -1.779
C -3.277 1.646 -2.233
C -1.986 1.176 -2.065
C 2.893 -2.412 -0.855
C 3.917 -3.274 -1.226
C 3.694 -4.643 -1.254
C 2.445 -5.129 -0.905
C 1.442 -4.255 -0.503
C 1.641 -2.878 -0.463
P 0.219 -1.874 0.158
C -0.344 -2.872 1.575
C 0.286 -2.657 2.802
C -0.071 -3.407 3.913
C -1.055 -4.379 3.810
C -1.677 -4.606 2.591
C -1.324 -3.859 1.477
C -0.982 -2.179 -1.176
C -0.520 -2.345 -2.484
C -1.411 -2.485 -3.538
C -2.776 -2.477 -3.297
C -3.246 -2.332 -1.999
C -2.359 -2.179 -0.945
H 3.683 -1.632 -3.660
H 2.464 -1.334 -5.790
H 0.452 0.117 -5.848
H -0.324 1.228 -3.824
H 0.743 3.515 -2.950
H 2.185 5.478 -3.210
H 3.978 5.932 -1.564
H 4.339 4.371 0.325
H 2.944 2.390 0.567
H -0.644 3.873 -0.496
H -2.950 4.680 -0.767
H -4.637 3.272 -1.899
H -4.019 1.012 -2.701
H -1.745 0.166 -2.376
H 4.888 -2.870 -1.484
H 4.490 -5.318 -1.538
H 2.247 -6.192 -0.926
H 0.484 -4.662 -0.206
H 1.064 -1.916 2.900
H 0.423 -3.228 4.859
H -1.335 -4.961 4.678
H -2.440 -5.368 2.504
H -1.813 -4.057 0.534
H 0.542 -2.370 -2.692
H -1.034 -2.612 -4.544
H -3.473 -2.598 -4.117
H -4.310 -2.341 -1.803
H -2.742 -2.054 0.054
F 4.476 0.638 5.424
C 3.652 -0.111 4.717
F 2.550 -0.355 5.418
F 4.238 -1.266 4.416
S 3.222 0.734 3.138
O 2.159 -0.146 2.612
O 4.428 0.823 2.386
N 2.696 2.130 3.612
S 1.285 2.681 3.203
O 1.166 4.079 3.407
O 0.910 2.203 1.864
C 0.128 1.920 4.454
F 0.764 1.867 5.618
F -0.209 0.677 4.101
F -0.956 2.658 4.592
O -2.444 0.127 0.593
B -1.315 0.685 1.182
O -1.706 1.730 2.018
C -3.071 1.828 1.911
C -3.923 2.726 2.512
C -5.275 2.602 2.194
C -5.732 1.617 1.322
C -4.854 0.713 0.724
C -3.524 0.855 1.043
H -3.557 3.486 3.188
H -5.986 3.284 2.639
H -6.789 1.551 1.105
H -5.196 -0.052 0.041

Values from the calculation:
- <S²> = 0.756
- total charge = +1
- HOMO level (alpha / beta) (eV) = -10.84 / -10.85
- calculated total energy (Ha) = -4873.4527
- ΔE to the lowest compared entry with this formula, charge and spin (kJ/mol) = 261.55
- spin multiplicity = 2
- Kohn-Sham gap (alpha / beta) (eV) = 7.65 / 6.83

Below is a cluster of 4 separate species, C44H32INO6Si in total, with properties calculated with ωB97M-V/def2-TZVPD.

Positions of all 85 atoms, in Å:
C 7.941 -7.484 5.404
Si 9.333 -7.467 4.175
I 9.833 -9.726 3.356
C 8.919 -6.301 2.759
N 9.300 -4.970 3.261
H 7.080 -8.023 5.007
H 7.647 -6.441 5.551
H 8.226 -7.895 6.370
H 10.567 -6.967 4.818
H 7.839 -6.312 2.607
H 9.415 -6.597 1.830
H 8.772 -4.247 2.791
H 10.282 -4.797 3.112
C 4.606 -0.430 -2.330
C 5.711 -1.269 -2.252
C 6.040 -1.875 -1.052
C 5.266 -1.643 0.078
C 4.158 -0.795 0.002
C 3.832 -0.192 -1.207
C 3.326 -0.512 1.205
O 2.345 0.201 1.139
C 3.737 -1.130 2.497
C 3.009 -0.838 3.643
C 3.366 -1.410 4.852
C 4.448 -2.281 4.921
C 5.178 -2.575 3.782
C 4.829 -1.998 2.568
C 5.639 -2.313 1.357
O 6.575 -3.083 1.411
H 4.350 0.043 -3.269
H 6.318 -1.448 -3.130
H 6.896 -2.532 -0.975
H 2.978 0.469 -1.257
H 2.168 -0.162 3.575
H 2.801 -1.178 5.745
H 4.723 -2.729 5.866
H 6.023 -3.248 3.822
C -0.558 1.132 -1.905
C 0.170 1.208 -0.722
C 0.023 2.303 0.112
C -0.843 3.330 -0.236
C -1.560 3.261 -1.434
C -1.419 2.155 -2.263
C -2.473 4.360 -1.850
O -3.099 4.295 -2.888
C -2.594 5.544 -0.952
C -3.413 6.599 -1.334
C -3.547 7.702 -0.510
C -2.867 7.754 0.702
C -2.048 6.707 1.086
C -1.904 5.600 0.260
C -1.000 4.491 0.688
O -0.415 4.536 1.748
H -0.449 0.271 -2.553
H 0.853 0.421 -0.437
H 0.580 2.367 1.037
H -1.989 2.110 -3.181
H -3.939 6.541 -2.277
H -4.183 8.524 -0.810
H -2.977 8.616 1.347
H -1.511 6.733 2.025
C -10.029 -1.633 -1.017
C -9.502 -0.905 0.045
C -8.547 0.070 -0.187
C -8.109 0.316 -1.482
C -8.629 -0.423 -2.546
C -9.594 -1.394 -2.308
C -8.157 -0.201 -3.945
O -8.617 -0.838 -4.868
C -7.100 0.827 -4.163
C -6.611 1.029 -5.447
C -5.638 1.988 -5.672
C -5.147 2.755 -4.620
C -5.631 2.554 -3.338
C -6.602 1.590 -3.103
C -7.088 1.383 -1.709
O -6.671 2.053 -0.789
H -10.779 -2.391 -0.833
H -9.839 -1.099 1.054
H -8.131 0.648 0.626
H -9.991 -1.953 -3.144
H -7.002 0.430 -6.258
H -5.257 2.140 -6.674
H -4.387 3.503 -4.794
H -5.257 3.141 -2.511

Values from the calculation:
- structure (SMILES) = O=C1c2ccccc2C(=O)c2ccccc21.O=C1c2ccccc2C(=O)c2ccccc21.O=C1c2ccccc2C(=O)c2ccccc21.C[Si@@H](I)CN
- HOMO level (eV) = -9.17
- calculated total energy (Ha) = -2789.4151
- spin multiplicity = 1
- Kohn-Sham gap (eV) = 7.86